Below is a molecular structure, C38H34CsN4O5P at a distorted geometry, with properties calculated with the ωB97M-V functional and the def2-TZVPD basis.

net charge	-2
E_HOMO	-0.0783	Ha
ΔE to the lowest compared entry with this formula, charge and spin	124.1	kJ/mol
multiplicity	1
Kohn-Sham gap	0.2193	Eh
LUMO energy	3.837	eV

Last column: Mulliken charge in e.
Cartesian coordinates (Å):
Cs (2.70888, -20.17808, 0.35967)  1.49
O (-0.08558, -21.26484, -2.48501)  -0.61
C (-0.97885, -20.48566, -3.15685)  -0.52
C (-1.57369, -19.37956, -2.25828)  -0.75
N (-0.41268, -18.53712, -1.69003)  0.61
C (0.28608, -17.83030, -2.74632)  -1.25
C (1.61421, -18.34696, -3.28591)  0.88
O (1.98941, -17.64305, -4.25714)  -0.87
O (2.16071, -19.37574, -2.82549)  -0.80
C (-0.73054, -17.61196, -0.60416)  -1.03
C (0.47026, -16.94705, 0.06349)  0.47
O (0.14589, -16.06248, 0.94302)  -0.89
O (1.58905, -17.33186, -0.18503)  -0.57
H (0.77301, -20.68544, -2.36918)  0.38
H (-1.72661, -21.03295, -3.70969)  0.45
H (-0.49706, -19.99747, -4.00159)  0.21
H (-2.27244, -19.76454, -1.47706)  0.33
H (-2.24563, -18.67230, -2.74479)  0.41
H (0.48016, -16.80693, -2.42257)  0.68
H (-0.36226, -17.56175, -3.62943)  0.23
H (-1.27506, -18.09397, 0.13037)  0.41
H (-1.30747, -16.77512, -1.07383)  0.25
N (4.60190, -16.52794, -3.54751)  -0.33
C (5.09959, -17.37822, -2.55744)  0.34
C (4.89261, -18.78215, -2.77183)  -0.27
C (5.19373, -19.59802, -1.73612)  -0.39
C (5.88475, -19.15251, -0.62795)  -0.77
C (6.09869, -17.83455, -0.54134)  -0.41
N (5.70325, -16.99160, -1.47050)  -0.62
C (4.08026, -15.30166, -2.94289)  -0.48
C (2.92071, -15.42999, -2.18691)  1.60
C (2.52027, -14.29673, -1.47716)  -0.28
C (3.23348, -13.05878, -1.62584)  -0.74
C (4.39697, -13.06442, -2.47573)  -0.45
N (4.79981, -14.19764, -3.09613)  -0.65
H (3.86034, -16.90031, -4.14732)  0.58
H (4.31951, -19.17663, -3.62727)  0.42
H (4.76433, -20.61874, -1.84610)  0.74
H (6.21836, -19.79359, 0.17752)  0.45
H (6.72232, -17.32078, 0.20431)  0.40
H (2.49514, -16.42171, -2.07940)  -0.68
H (1.68285, -14.23009, -0.79454)  0.42
H (2.97452, -12.14060, -1.14544)  0.42
H (5.09214, -12.25635, -2.52007)  0.42
C (-1.10008, -19.07026, 7.28802)  -0.32
C (0.26323, -18.75014, 7.22338)  -0.49
C (0.99482, -19.15179, 6.19508)  0.27
C (0.51714, -19.93752, 5.15059)  -0.14
C (-0.81484, -20.26716, 5.22970)  -0.16
C (-1.62844, -19.85120, 6.31674)  -0.75
P (1.66692, -20.48887, 3.79009)  -0.24
C (2.72964, -19.04663, 3.84834)  0.40
C (2.21607, -17.94113, 3.09480)  -0.67
C (2.95649, -16.78734, 2.81542)  -0.53
C (4.14864, -16.69587, 3.46499)  -0.36
C (4.63655, -17.69838, 4.25519)  -0.76
C (3.93164, -18.85029, 4.44112)  0.35
C (2.52378, -21.72394, 4.77097)  0.50
C (2.15840, -22.18090, 6.02390)  -0.29
C (2.96088, -23.20182, 6.63970)  -0.70
C (4.15259, -23.68324, 6.04042)  -0.82
C (4.42536, -23.38540, 4.72450)  0.62
C (5.46386, -23.95746, 3.98629)  -0.94
C (5.69293, -23.55910, 2.67007)  -0.61
C (4.79676, -22.64131, 1.95973)  -0.88
C (3.77785, -22.01596, 2.69373)  1.63
C (3.62096, -22.34658, 4.07649)  -1.33
H (-1.68731, -18.78608, 8.17332)  0.32
H (0.72540, -18.13555, 8.04593)  0.30
H (2.08903, -18.93545, 6.29207)  0.16
H (-1.24992, -20.91320, 4.45139)  0.34
H (-2.66155, -20.12914, 6.29654)  0.41
H (1.21514, -17.85539, 2.63398)  0.36
H (2.56356, -15.98858, 2.18363)  0.40
H (4.64492, -15.69963, 3.46395)  0.26
H (5.53660, -17.48618, 4.84956)  0.34
H (4.38757, -19.72111, 4.90942)  0.38
H (1.29580, -21.77123, 6.61566)  0.16
H (2.92643, -23.43904, 7.71475)  0.27
H (4.78805, -24.42135, 6.52789)  0.34
H (6.12449, -24.68714, 4.38191)  0.37
H (6.51455, -23.96782, 2.05356)  0.28
H (4.93424, -22.50074, 0.90864)  0.31